Run w
The ion H2P4S3 with charge -2. Source: OMol25; level of theory: ωB97M-V/def2-TZVPD.

Positions of all 9 atoms, in Å:
S1 3.293 0.978 -0.228
P1 1.360 0.892 -0.155
P2 1.060 -1.294 0.327
P3 -1.140 -1.171 0.903
S2 -2.265 -1.698 -0.858
P4 -1.589 0.519 -0.451
S3 -2.885 1.705 0.333
H1 0.976 0.827 -1.579
H2 1.189 -0.758 1.708

Its total charge is -2. The calculation puts the HOMO energy at 0.0002 Eh. For the HOMO-LUMO gap, the calculation gives 5.5171 eV. Its SMILES is [S-][PH]#[PH]P1#S#P1[S-].

***

Run x
The ion H2P4S3 with charge -2. Source: OMol25; level of theory: ωB97M-V/def2-TZVPD.

Positions of all 9 atoms, in Å:
S1 -2.914 1.215 -0.390
P1 -1.328 0.156 -0.729
P2 -1.463 -1.647 0.482
S2 0.136 -2.760 0.021
P3 0.403 1.302 0.188
P4 2.001 0.014 0.590
S3 3.412 0.552 -0.649
H1 -1.109 -0.876 1.572
H2 0.860 2.044 -1.085

Its total charge is -2. The calculation puts the HOMO energy at 0.0107 Eh. For the HOMO-LUMO gap, the calculation gives 5.1421 eV. Its SMILES is S=P(P[S-])=[PH]=P[S-].

***

run w is preferred energetically. Next in line: 0.560 eV higher.

***

Run w
A cluster of 2 separate species, C4H6F2O in total. Source: OMol25; level of theory: ωB97M-V/def2-TZVPD.

Positions of all 13 atoms, in Å:
C1 0.192 -0.539 -0.231
C2 1.426 0.198 -0.730
C3 0.164 0.010 -1.750
C4 -0.676 0.194 0.637
H1 -1.343 -1.738 0.677
H2 1.545 1.258 -0.266
H3 2.281 -0.306 -1.202
H4 -0.403 0.824 -2.066
H5 0.232 -0.782 -2.487
H6 -1.516 -0.409 1.052
O1 0.103 -1.922 0.173
F1 -1.192 1.376 0.077
F2 0.274 0.552 1.630

Its total charge is 0. The calculation puts the HOMO energy at -0.3532 Eh. For the HOMO-LUMO gap, the calculation gives 8.6627 eV.

***

Run x
An isolated molecule of C4H6F2O. Source: OMol25; level of theory: ωB97M-V/def2-TZVPD.

Positions of all 13 atoms, in Å:
C1 0.663 -0.453 1.299
C2 0.151 -0.605 -0.125
F1 -0.032 -1.898 -0.477
C3 -0.832 0.374 -0.657
O1 -1.380 1.354 0.172
C4 0.565 0.418 -1.172
F2 0.880 0.021 -2.427
H1 1.736 -0.463 1.392
H2 0.275 -1.199 1.938
H3 0.312 0.538 1.673
H4 -1.497 -0.191 -1.429
H5 -1.997 0.831 0.689
H6 1.155 1.274 -0.878

Its total charge is 0. The calculation puts the HOMO energy at -0.3700 Eh. For the HOMO-LUMO gap, the calculation gives 10.7727 eV. Its SMILES is C[C@@]1(F)[C@@H](O)[C@@H]1F.

***

Run y
A cluster of 2 separate species, C4H6F2O in total. Source: OMol25; level of theory: ωB97M-V/def2-TZVPD.

Positions of all 13 atoms, in Å:
C1 1.767 0.075 0.158
C2 1.906 -1.317 0.501
C3 -1.865 1.351 -0.270
C4 -1.162 0.027 -0.338
O1 2.299 1.106 0.241
F1 -1.284 -0.578 -1.571
F2 -1.713 -0.904 0.518
H1 2.704 -1.368 1.221
H2 2.303 -1.757 -0.531
H3 0.998 -1.765 0.912
H4 -2.170 1.709 -1.298
H5 -2.629 1.231 0.402
H6 -1.153 2.191 0.057

Its total charge is 0. The calculation puts the HOMO energy (spin up / spin down) at -0.3191 / -0.2655 Eh. For the HOMO-LUMO gap (spin up / spin down), the calculation gives 9.1496 / 7.4040 eV.

***

run x is preferred energetically. Next in line: 2.219 eV higher.

***

Run w
An isolated molecule of C3H6O2S2. Source: OMol25; level of theory: ωB97M-V/def2-TZVPD.

Positions of all 13 atoms, in Å:
O1 -0.066 1.333 2.386
C1 -0.616 0.735 1.494
O2 -1.841 0.216 1.692
C2 0.056 0.460 0.183
C3 0.248 -1.032 -0.126
S1 0.903 -1.390 -1.820
S2 1.278 0.484 -2.640
H1 -2.009 0.326 2.638
H2 0.994 1.006 0.163
H3 -0.518 0.942 -0.610
H4 0.945 -1.516 0.599
H5 -0.749 -1.505 -0.088
H6 1.375 -0.057 -3.871

Its total charge is 0. The calculation puts the HOMO energy at -0.3051 Eh. For the HOMO-LUMO gap, the calculation gives 8.6437 eV. Its SMILES is O=C(O)CCSS.

***

Run x
An isolated molecule of C3H6O2S2. Source: OMol25; level of theory: ωB97M-V/def2-TZVPD.

Positions of all 13 atoms, in Å:
O1 2.426 -2.093 0.120
C1 1.435 -1.873 0.807
O2 0.608 -2.751 1.305
C2 0.921 -0.468 1.208
C3 -0.203 0.136 0.337
S1 -0.039 1.656 -0.770
S2 -2.247 1.676 -1.058
H1 0.612 -3.637 0.826
H2 0.632 -0.489 2.275
H3 1.921 0.071 1.390
H4 -1.025 0.516 1.075
H5 -0.683 -0.724 -0.248
H6 -2.076 2.930 -1.591

Its total charge is 0. The calculation puts the HOMO energy at -0.3177 Eh. For the HOMO-LUMO gap, the calculation gives 8.4120 eV. Its SMILES is O=C(O)CCSS.

***

run w is preferred energetically. Next in line: 0.987 eV higher.

***

Run w
An isolated molecule of C6H3N. Source: OMol25; level of theory: ωB97M-V/def2-TZVPD.

Positions of all 10 atoms, in Å:
C1 -3.547 -1.297 0.082
C2 -4.311 -0.307 -0.107
C3 -2.259 -1.065 -0.007
C4 -3.121 1.710 0.027
C5 -1.412 -0.038 -0.068
C6 0.036 -0.021 -0.028
N1 -2.069 1.158 0.092
H1 0.633 -0.769 0.373
H2 0.338 0.921 0.510
H3 0.497 0.318 -0.938

Its total charge is 0. The calculation puts the HOMO energy at -0.3463 Eh. For the HOMO-LUMO gap, the calculation gives 7.4409 eV.

***

Run x
An isolated molecule of C6H3N. Source: OMol25; level of theory: ωB97M-V/def2-TZVPD.

Positions of all 10 atoms, in Å:
C1 -0.423 0.091 0.907
C2 -0.752 -1.165 0.480
C3 0.485 0.837 0.223
C4 0.330 -2.141 -1.593
C5 1.642 1.675 0.344
C6 0.815 1.662 -0.790
N1 -0.149 -1.605 -0.654
H1 -0.922 0.473 1.901
H2 -1.478 -1.908 1.003
H3 0.453 2.081 -1.822

Its total charge is 0. The calculation puts the HOMO energy at -0.3294 Eh. For the HOMO-LUMO gap, the calculation gives 8.6093 eV.

***

run x is preferred energetically. Next in line: 2.450 eV higher.

***

Run w
A cluster of 2 separate species, C2H4FNO3 in total. Source: OMol25; level of theory: ωB97M-V/def2-TZVPD.

Positions of all 11 atoms, in Å:
C1 1.895 -0.008 0.598
C2 -0.698 0.519 -0.053
N1 -1.214 -0.811 0.033
O1 -1.506 -1.352 1.075
O2 -1.399 -1.206 -1.127
O3 -0.587 1.051 -1.212
F1 -0.794 1.283 1.064
H1 1.072 0.014 1.343
H2 1.957 -0.790 -0.037
H3 2.367 0.871 0.137
H4 -1.092 0.429 -1.820

Its total charge is 0. The calculation puts the HOMO energy (spin up / spin down) at -0.3491 / -0.3320 Eh. For the HOMO-LUMO gap (spin up / spin down), the calculation gives 8.0250 / 8.3622 eV.

***

Run x
A cluster of 2 separate species, C2H4FNO3 in total. Source: OMol25; level of theory: ωB97M-V/def2-TZVPD.

Positions of all 11 atoms, in Å:
C1 0.160 0.071 0.341
C2 -0.774 1.090 -0.283
N1 -2.441 -0.432 -0.053
O1 -1.893 -1.295 0.601
O2 -3.523 -0.198 -0.526
O3 0.428 -0.988 -0.514
F1 -1.170 2.178 0.307
H1 1.118 0.598 0.570
H2 -0.256 -0.280 1.324
H3 -0.588 1.222 -1.317
H4 -0.106 -1.771 -0.112

Its total charge is 0. The calculation puts the HOMO energy (spin up / spin down) at -0.3339 / -0.3338 Eh. For the HOMO-LUMO gap (spin up / spin down), the calculation gives 8.7350 / 8.7249 eV.

***

run x is preferred energetically. Next in line: 1.395 eV higher.

***

Run w
A cluster of 2 separate species, C4H10NOS in total. Source: OMol25; level of theory: ωB97M-V/def2-TZVPD.

Positions of all 17 atoms, in Å:
C1 -1.459 -1.781 -1.750
C2 -0.240 -2.176 0.472
C3 0.962 2.997 0.244
C4 -0.888 -1.251 -0.547
N1 0.867 2.220 1.387
O1 2.054 1.675 1.670
S1 -0.674 0.279 -0.221
H1 -1.779 -2.844 -1.724
H2 -2.319 -1.002 -2.015
H3 -0.833 -1.809 -2.604
H4 0.354 -1.580 1.223
H5 0.273 -2.934 -0.095
H6 -0.941 -2.812 1.076
H7 1.883 2.833 -0.249
H8 0.694 3.985 0.677
H9 0.035 2.660 -0.194
H10 2.011 1.541 2.648

Its total charge is +1. The calculation puts the HOMO energy (spin up / spin down) at -0.5006 / -0.4636 Eh. For the HOMO-LUMO gap (spin up / spin down), the calculation gives 7.8153 / 5.3719 eV.

***

Run x
The ion C4H10NOS with charge +1. Source: OMol25; level of theory: ωB97M-V/def2-TZVPD.

Positions of all 17 atoms, in Å:
C1 0.879 0.751 -1.482
C2 -0.018 0.469 -0.561
N1 0.363 0.206 0.927
C3 1.102 -1.038 1.426
S1 0.580 -1.394 3.199
O1 -1.295 0.215 -0.594
C4 -2.077 0.314 -1.794
H1 0.581 0.967 -2.599
H2 1.861 0.836 -1.278
H3 0.971 1.064 1.151
H4 -0.628 0.262 1.398
H5 0.963 -2.003 0.891
H6 2.156 -1.007 1.525
H7 1.724 -0.682 3.761
H8 -2.013 -0.553 -2.333
H9 -2.010 1.365 -2.340
H10 -3.138 0.227 -1.296

Its total charge is +1. The calculation puts the HOMO energy at -0.5090 Eh. For the HOMO-LUMO gap, the calculation gives 10.3672 eV. Its SMILES is C=C([NH2+]CS)OC.

***

run x is preferred energetically. Next in line: 2.509 eV higher.

***

Run w
A cluster of 2 separate species, CH3N2O2 in total. Source: OMol25; level of theory: ωB97M-V/def2-TZVPD.

Positions of all 8 atoms, in Å:
C1 -1.359 -0.104 -0.100
N1 0.535 -0.757 0.142
N2 1.445 0.130 0.125
O1 2.576 -0.389 -0.108
O2 1.295 1.359 0.274
H1 -1.732 -0.872 -0.741
H2 -1.268 0.883 -0.512
H3 -1.492 -0.250 0.919

Its total charge is -1. The calculation puts the HOMO energy (spin up / spin down) at -0.1204 / -0.1205 Eh. For the HOMO-LUMO gap (spin up / spin down), the calculation gives 7.8292 / 7.8295 eV.

***

Run x
A cluster of 2 separate species, CH3N2O2 in total. Source: OMol25; level of theory: ωB97M-V/def2-TZVPD.

Positions of all 8 atoms, in Å:
C1 0.064 0.134 -0.030
N1 0.219 1.587 1.347
N2 -0.791 2.260 1.117
O1 -0.791 3.379 1.696
O2 -1.831 1.901 0.477
H1 0.106 -0.850 0.473
H2 0.634 0.369 -0.893
H3 -0.880 0.499 -0.301

Its total charge is -1. The calculation puts the HOMO energy at -0.1320 Eh. For the HOMO-LUMO gap, the calculation gives 8.1449 eV.

***

run w is preferred energetically. Next in line: 0.104 eV higher.

***

Run w
An isolated molecule of C2H7N3. Source: OMol25; level of theory: ωB97M-V/def2-TZVPD.

Positions of all 12 atoms, in Å:
H1 0.919 -0.434 -1.710
N1 0.538 -1.158 -1.111
C1 -0.408 -0.596 -0.409
N2 -1.792 -0.676 -0.644
N3 -0.074 0.422 0.454
C2 1.173 0.573 1.171
H2 -2.191 0.187 -0.994
H3 -1.832 -1.332 -1.422
H4 -0.804 1.113 0.549
H5 1.187 1.511 1.726
H6 2.008 0.610 0.476
H7 1.277 -0.220 1.914

Its total charge is 0. The calculation puts the HOMO energy at -0.2929 Eh. For the HOMO-LUMO gap, the calculation gives 8.6449 eV. Its SMILES is [H]/N=C(/N)NC.

***

Run x
An isolated molecule of C2H7N3. Source: OMol25; level of theory: ωB97M-V/def2-TZVPD.

Positions of all 12 atoms, in Å:
H1 -1.384 1.886 0.049
N1 -0.478 1.409 0.051
C1 -0.543 0.135 -0.037
N2 -1.693 -0.662 -0.204
C2 0.745 -0.701 0.214
N3 1.996 -0.019 -0.050
H2 -2.553 -0.302 0.265
H3 -1.557 -1.619 0.043
H4 0.785 -1.718 -0.339
H5 0.612 -1.044 1.353
H6 1.848 1.145 0.259
H7 2.260 -0.051 -1.263

Its total charge is 0. The calculation puts the HOMO energy at -0.3397 Eh. For the HOMO-LUMO gap, the calculation gives 10.0865 eV. Its SMILES is [H]/N=C(\N)CN.

***

run w is preferred energetically. Next in line: 0.060 eV higher.

***

Run w
A cluster of 2 separate species, C6H14NO in total. Source: OMol25; level of theory: ωB97M-V/def2-TZVPD.

Positions of all 22 atoms, in Å:
C1 -1.547 -0.099 -1.284
C2 -1.523 -1.256 -0.278
C3 -0.261 -1.667 0.390
C4 0.718 -0.780 0.591
C5 1.927 -1.037 1.396
C6 3.125 -1.027 0.833
N1 -1.840 1.258 -0.696
H1 -2.141 -0.443 -2.137
H2 -0.570 0.040 -1.857
H3 -2.263 -1.119 0.565
H4 -2.104 -2.058 -0.786
H5 -0.214 -2.702 0.666
H6 0.623 0.282 0.329
H7 1.929 -1.433 2.414
H8 3.315 -0.713 -0.195
H9 4.084 -0.932 1.319
H10 -2.435 1.067 0.213
H11 -2.395 1.954 -1.211
H12 -0.928 1.662 -0.394
H13 0.976 3.155 0.778
H14 0.980 3.155 -0.695
O1 0.544 2.691 0.040

Its total charge is 0. The multiplicity is 2. The calculation puts the HOMO energy (spin up / spin down) at -0.1163 / -0.3419 Eh. For the HOMO-LUMO gap (spin up / spin down), the calculation gives 3.7971 / 9.7929 eV. As for the expectation value of S²: 0.7506.

***

Run x
An isolated molecule of C6H14NO. Source: OMol25; level of theory: ωB97M-V/def2-TZVPD.

Positions of all 22 atoms, in Å:
C1 1.365 1.017 -1.376
C2 0.567 1.434 -0.162
C3 0.742 0.337 0.932
C4 -1.983 -2.335 1.714
O1 -2.536 -2.498 0.401
C5 -1.051 -1.157 1.775
C6 -0.284 -0.741 0.775
N1 1.284 2.025 -2.487
H1 1.020 0.071 -1.772
H2 2.390 1.054 -1.040
H3 0.941 2.391 0.198
H4 -0.495 1.484 -0.292
H5 0.613 0.765 1.929
H6 1.750 -0.059 0.858
H7 -2.830 -2.220 2.387
H8 -1.431 -3.223 2.022
H9 -2.329 -3.382 0.066
H10 -1.156 -0.553 2.666
H11 -0.425 -1.163 -0.202
H12 0.398 1.915 -3.035
H13 2.023 1.840 -3.208
H14 1.426 2.998 -2.148

Its total charge is 0. The multiplicity is 2. The calculation puts the HOMO energy (spin up / spin down) at -0.1349 / -0.3502 Eh. For the HOMO-LUMO gap (spin up / spin down), the calculation gives 4.3995 / 10.2483 eV. As for the expectation value of S²: 0.7505.

***

run x is preferred energetically. Next in line: 1.236 eV higher.